Formula: C6H7ClNO
Source: the OMol25 dataset
Level of theory: wB97M-V/def2-TZVPD

The LUMO energy (spin up / spin down) comes out at -5.03 / -5.06 eV. The calculation puts the gap between HOMO and LUMO (spin up / spin down) at 6.28 / 8.80 eV. As for the expectation value of S²: 2.035. For the energy relative to the best compared isomer or geometry (same formula, charge and spin), the calculation gives 2.8154 eV. The calculation puts the total energy at -22381.04329 eV.

Geometry as ORCA input:
```
! RIJCOSX wB97M-V def2-TZVPD def2/J DEFGRID3
* xyz 1 3
C 3.05456 0.03601 -0.60394
C -0.70447 1.00565 -0.48015
C 2.05620 0.19999 0.41875
C 1.58668 -0.89188 1.06654
C 0.12762 1.78483 0.15005
C -2.60623 -0.66185 -0.33207
N -1.63509 0.26066 -0.93304
O 1.40390 1.45078 0.50995
Cl 4.38650 -0.82281 -0.33458
H 0.73671 -0.98451 1.53756
H 2.15845 -1.82077 0.93219
H -0.12353 2.76796 0.45208
H -2.99638 -1.26489 -1.09634
H -2.12114 -1.18677 0.57191
H -3.50363 -0.12692 0.13511
H -1.82016 0.25451 -1.99403
*
```